1.
Formula: C3H4O2Tl
Source: the OMol25 dataset
Level of theory: ωB97M-V/def2-TZVPD

Last column: natural (NBO) charge in e.
CARTESIAN COORDINATES (ANGSTROEM)
C -0.8229 -0.1017 -0.1103  0.19
C -1.2295 1.1128 -0.5537  -0.32
H -1.9628 1.6974 0.0030  0.24
H -0.9270 1.4203 -1.5550  0.23
C 0.6730 -0.1562 -0.3365  0.40
O 1.4100 -0.6993 0.4773  -0.74
Tl 3.7229 -1.5727 0.9479  0.98
H 1.0162 0.0818 -1.3584  0.17
O -1.2908 -0.6400 1.0236  -0.64
H -0.5892 -1.1424 1.4621  0.50

- Net charge: +1
- E: -11956.3739 eV
- Relative energy (zero: lowest compared OMol25 entry of this formula, charge and spin): 0.0 kcal per mole

=====

2.
Formula: C3H4O3
Source: the OMol25 dataset
Level of theory: ωB97M-V/def2-TZVPD

Last column: natural (NBO) charge in e.
CARTESIAN COORDINATES (ANGSTROEM)
O 2.4725 0.0138 -0.5227  -0.53
C 1.3388 0.0908 -0.1790  0.98
O 0.7705 1.3379 0.1732  -0.51
C -0.2887 1.8231 -0.4406  0.15
C -0.8179 -0.8564 0.4713  -0.26
O 0.5173 -0.9380 -0.0418  -0.49
H -1.0809 0.1463 0.8176  0.20
H -0.5371 1.0949 -1.2626  0.05
H -0.8771 -1.5490 1.3105  0.21
H -1.4975 -1.1635 -0.3260  0.20

- E: -9314.5418 eV
- Relative energy (zero: lowest compared OMol25 entry of this formula, charge and spin): 95.9 kcal per mole

=====

3.
Formula: C3H4O3
Source: the OMol25 dataset
Level of theory: ωB97M-V/def2-TZVPD

Last column: natural (NBO) charge in e.
CARTESIAN COORDINATES (ANGSTROEM)
O 0.2329 -1.7653 1.2610  -0.70
C -0.0368 -0.4415 0.9374  -0.16
C 0.2620 -0.1940 -0.5242  0.37
O 0.6283 -1.0919 -1.2664  -0.54
C 0.3051 1.1796 -0.9952  0.22
O -0.8407 1.8003 -1.0647  -0.60
H 0.4741 -2.1931 0.4190  0.49
H -1.0972 -0.1754 1.0893  0.19
H 0.5544 0.2545 1.5529  0.20
H -0.4821 2.6269 -1.4089  0.52

- E: -9314.8814 eV
- Relative energy (zero: lowest compared OMol25 entry of this formula, charge and spin): 88.1 kcal per mole

=====

4.
Formula: C3H4O3
Source: the OMol25 dataset
Level of theory: ωB97M-V/def2-TZVPD

Last column: natural (NBO) charge in e.
CARTESIAN COORDINATES (ANGSTROEM)
O -2.5948 -1.3353 0.1624  -0.46
C -1.8780 -0.4177 -0.0837  0.39
C -0.2944 0.0586 -0.0563  0.43
O -0.3831 1.1902 -0.5058  -0.54
C 1.1487 -0.3422 0.2867  -0.15
O 2.0456 0.6961 -0.0135  -0.71
H -2.2240 0.5402 -0.4885  0.14
H 1.4463 -1.2325 -0.2833  0.21
H 1.2405 -0.5798 1.3555  0.21
H 1.5582 1.4537 -0.3772  0.50

- SMILES: O=CC(=O)CO
- E: -9316.1643 eV
- Relative energy (zero: lowest compared OMol25 entry of this formula, charge and spin): 58.5 kcal per mole

=====

- What is the relative energy (zero: lowest compared OMol25 entry of this formula, charge and spin) in the third record?
  88.1 kcal per mole

=====

- Among the records above, which one has the lowest relative energy (zero: lowest compared OMol25 entry of this formula, charge and spin)?
  C3H4O2Tl

=====

- Look up the relative energy (zero: lowest compared OMol25 entry of this formula, charge and spin) of the third one.
  88.1 kcal per mole

=====

- What is the relative energy (zero: lowest compared OMol25 entry of this formula, charge and spin) in the third record?
  88.1 kcal per mole